Entry 1:
A cluster of 6 separate species, C24H66N6O6 in total in a non-equilibrium geometry. Source: OMol25; level of theory: the ωB97M-V functional and the def2-TZVPD basis.

The geometry in XYZ format:
```
102
Properties=species:S:1:pos:R:3:forces:R:3:mulliken_charge:R:1
C -34.338790 36.391200 36.124840 0.53 -1.68 1.09 -1.32
C -35.453540 36.655570 35.197460 1.27 1.25 -2.28 0.69
C -36.741950 36.117230 35.676970 -1.90 -0.73 -0.44 -0.77
O -36.876120 34.697420 35.424920 -0.62 0.78 0.77 -0.31
C -38.234490 34.276750 35.707350 1.10 -0.82 -0.03 -0.69
N -35.478290 38.088520 34.877800 -2.30 0.86 0.49 -0.74
H -34.684730 36.231180 37.146030 -0.21 0.84 0.34 0.27
H -33.615750 37.205170 36.072320 0.40 -0.66 0.10 0.40
H -33.997750 35.368400 35.964590 0.96 0.16 -0.46 0.32
H -35.270040 36.299120 34.183870 0.18 -1.12 0.22 0.16
H -37.606300 36.537000 35.162380 0.13 0.65 -0.22 0.39
H -36.861250 36.377090 36.728800 -0.07 -0.29 0.43 0.30
H -39.004440 34.872170 35.216690 0.19 0.19 -0.14 0.34
H -38.447770 34.198170 36.773390 0.13 0.52 0.29 0.32
H -38.301820 33.240200 35.377000 0.06 0.16 -0.34 0.23
H -34.617180 38.611730 34.808090 0.24 -0.64 0.19 0.21
H -36.064620 38.537590 35.566750 0.03 0.58 0.01 0.20
C -34.822100 24.849060 32.762840 0.62 0.79 -2.05 -1.48
C -34.880480 25.644010 34.021520 0.67 -0.79 -1.49 0.17
C -36.177650 26.452190 33.942410 -0.36 1.64 0.75 -0.43
O -36.030360 27.645860 33.067760 2.04 -2.28 0.46 -0.37
C -37.101170 28.485960 32.869980 -2.30 0.38 1.28 -0.43
N -34.831480 24.651220 35.102430 -1.15 1.19 0.97 -0.78
H -35.581890 24.081080 32.617820 -0.09 0.06 0.13 0.38
H -33.818090 24.454640 32.606300 -0.03 -0.43 0.12 0.43
H -34.903330 25.644440 32.021980 -0.33 -0.42 -0.87 0.33
H -33.992920 26.251140 33.843400 -0.04 0.59 1.31 0.30
H -36.532300 26.751380 34.928720 0.42 0.54 0.33 0.46
H -36.981730 25.768670 33.669720 -0.20 0.05 -0.99 0.21
H -37.989110 27.963820 33.226410 -0.60 0.02 -0.64 0.03
H -37.252630 28.931530 31.886810 0.43 -0.95 -0.55 0.27
H -37.144340 29.391020 33.475880 0.81 0.13 0.69 0.31
H -34.186730 23.896730 34.914990 0.45 0.26 -0.33 0.32
H -35.721420 24.230800 34.875850 -0.45 -0.76 0.87 0.30
C -44.479430 30.417840 30.148140 0.63 0.53 1.51 -2.75
C -44.480340 31.923750 30.557800 0.27 -0.21 -3.97 4.37
C -44.828600 32.810000 29.266070 1.72 -1.38 0.86 -2.63
O -44.729870 34.152420 29.677530 -2.01 1.22 -1.00 1.58
C -45.246150 35.090290 28.660990 1.69 0.27 0.27 -3.69
N -45.514900 32.149060 31.490970 -0.31 -0.04 1.32 -1.25
H -45.446750 30.070000 29.785650 0.19 0.28 -0.80 0.75
H -44.380060 29.811310 31.048330 0.06 0.12 0.54 0.08
H -43.577500 30.137400 29.604100 -0.45 0.11 -0.77 0.36
H -43.474960 32.274520 30.790780 -0.08 -0.31 0.93 -0.94
H -45.766720 32.438190 28.854020 -0.44 0.56 0.04 0.45
H -44.058940 32.686300 28.504210 0.08 -0.44 -0.36 0.39
H -46.171200 35.635120 28.849540 -0.39 -0.79 0.54 0.66
H -45.231590 34.686980 27.648450 -0.29 -0.52 0.17 0.49
H -44.502780 35.884990 28.598080 0.20 0.13 0.16 0.35
H -45.611430 33.149040 31.594980 -0.25 0.35 0.10 0.29
H -46.316670 31.840520 30.959870 -0.74 0.04 0.48 0.83
C -41.708710 27.602080 31.199750 0.47 -0.06 0.07 -1.12
C -42.278520 26.504430 32.069240 0.87 -0.84 -0.47 0.75
C -41.979440 26.573000 33.525650 0.35 0.51 0.44 -0.56
O -40.640940 26.158470 33.733110 -1.02 0.31 0.79 -0.21
C -40.448150 25.745560 35.075330 1.95 -1.01 -0.95 -0.80
N -43.657670 26.392930 31.785370 -2.99 0.87 0.28 -0.83
H -42.227680 27.481790 30.248800 0.73 0.02 -0.45 0.54
H -40.619990 27.563270 31.163970 -0.02 -0.16 -0.49 0.34
H -41.931890 28.619130 31.522080 -0.32 -0.13 0.49 -0.03
H -41.975890 25.499710 31.774200 1.36 0.15 -0.25 0.05
H -42.630190 25.915240 34.101820 -0.31 -0.26 -0.12 0.49
H -42.136220 27.581570 33.908180 0.02 0.35 0.11 0.03
H -41.197500 25.073710 35.493890 -0.54 0.32 -0.18 0.40
H -40.137940 26.510810 35.786850 -0.41 0.40 -0.11 0.27
H -39.582900 25.107990 34.893760 0.35 -0.18 0.82 0.20
H -43.959740 27.200140 31.258810 -0.13 0.08 -0.41 0.24
H -44.200520 26.521180 32.627370 -0.29 -0.36 0.36 0.28
C -42.220180 36.232370 31.039620 -0.13 2.04 -0.45 -1.31
C -41.612470 35.534530 29.850260 -0.92 0.20 0.58 1.17
C -40.247240 36.079430 29.335740 -0.87 -0.89 1.74 -1.17
O -39.970850 35.192730 28.307210 1.26 -0.08 -2.89 0.12
C -38.999290 35.667100 27.318960 0.09 0.38 1.80 -1.29
N -41.692430 34.094610 30.196390 1.19 0.52 -0.64 -0.24
H -41.494000 36.372270 31.840360 -0.34 -0.24 0.30 0.25
H -43.220670 35.926140 31.345160 0.42 -1.25 0.33 0.15
H -42.563060 37.213040 30.709760 0.64 0.77 -0.07 0.55
H -42.297630 35.687050 29.016360 0.02 0.24 -0.34 -0.15
H -39.474820 36.062110 30.104620 0.30 -0.58 0.41 0.37
H -40.258780 37.149970 29.131030 -0.66 0.11 -0.89 0.35
H -38.143050 35.981910 27.915490 0.36 0.26 -0.09 0.34
H -39.339810 36.537840 26.758650 -0.40 -0.02 0.02 0.40
H -38.594950 34.933820 26.621170 -0.79 -0.53 0.28 0.24
H -41.414390 33.649770 29.333300 0.18 -0.72 -0.16 0.33
H -42.693070 33.964720 30.240510 -0.19 -0.16 0.10 -0.35
C -41.269010 32.815460 34.816620 -0.76 0.65 -0.69 -1.50
C -42.240820 32.291290 33.726310 3.12 -1.58 0.12 1.62
C -42.021190 30.695910 33.448010 -0.17 1.58 0.46 -0.31
O -40.676440 30.317940 33.088710 -2.02 0.02 -0.45 -0.19
C -40.211610 30.889800 31.856080 1.92 -0.06 1.15 -1.07
N -43.521210 32.759220 34.059500 -2.15 0.13 -0.68 -0.74
H -41.628260 32.442440 35.775730 0.65 -0.32 0.21 0.34
H -41.456270 33.888610 34.853680 -0.18 0.17 0.05 0.48
H -40.200930 32.775480 34.602840 -0.17 -0.90 0.19 0.00
H -41.967460 32.788010 32.795370 0.05 0.02 -0.17 -0.32
H -42.766410 30.379670 32.718110 0.10 0.07 -0.60 -0.29
H -42.308680 30.136360 34.338150 0.41 0.00 0.34 0.31
H -39.434910 30.213610 31.498850 -0.08 -0.31 -0.11 0.27
H -39.639360 31.746690 32.211560 -0.23 0.67 -0.76 0.35
H -40.833640 31.111950 30.989000 -0.81 0.02 0.59 0.38
H -44.087520 32.255280 34.726910 0.56 -0.41 0.56 0.31
H -44.089890 32.675500 33.229020 -0.36 0.24 -0.22 0.17
```
Forces are in eV/Å.

The calculation puts the calculated total energy at -47175.082 eV. Its net charge is -1. The LUMO energy (alpha / beta) comes out at 0.0826 / 0.0816 Ha. The calculation puts the energy above the lowest of the compared OMol25 structures with the same formula, charge and spin at 72.7 kcal/mol. The HOMO-LUMO gap (alpha / beta) comes out at 1.396 / 8.757 eV. The calculation puts the HOMO energy (alpha / beta) at 0.85 / -6.54 eV. The multiplicity is 2. Its expectation value of S² is 0.75.

***

Entry 2:
A cluster of 10 separate species, C24H68O12 in total in a non-equilibrium geometry. Source: OMol25; level of theory: the ωB97M-V functional and the def2-TZVPD basis.

The geometry in XYZ format:
```
104
Properties=species:S:1:pos:R:3:forces:R:3:mulliken_charge:R:1
C -3.079102 -0.791755 -2.542659 0.56 0.41 0.17 0.29
C -4.485532 -1.164935 -3.034529 0.25 -0.59 -0.73 -0.62
O -5.050342 -0.223905 -3.942789 0.41 0.75 0.27 -0.55
O -1.961902 -1.075135 -3.400289 -1.34 -0.53 -0.31 -0.58
H -2.885732 -1.280455 -1.587739 -0.33 -0.62 0.12 -0.10
H -3.065332 0.254705 -2.237979 -0.22 0.38 -0.40 0.35
H -5.136672 -1.294655 -2.170059 0.02 0.32 0.33 0.25
H -4.507372 -2.136125 -3.528909 0.51 -0.25 0.06 0.40
H -5.637492 -0.630805 -4.584099 0.16 -0.28 0.20 0.31
H -1.258052 -0.435055 -3.271819 0.05 0.43 0.31 0.22
C -1.559862 1.324385 4.274581 1.11 1.29 0.42 0.21
C -1.889482 2.822765 4.180591 0.67 -0.17 -0.77 -0.63
O -2.626772 3.098495 2.979131 -0.31 -0.03 0.15 -0.62
O -2.500252 0.554695 4.925211 -0.95 -0.45 -0.08 -0.61
H -0.652012 1.223735 4.869381 0.23 0.14 -0.08 0.33
H -1.337512 0.948435 3.275921 0.08 0.05 -0.26 -0.05
H -0.976582 3.389545 3.997601 0.51 -0.22 0.69 0.35
H -2.424352 3.250935 5.028341 0.04 -0.43 0.30 0.37
H -2.583502 4.057255 2.956621 -0.51 0.13 -0.59 0.28
H -3.213342 0.493785 4.285371 -0.78 -0.32 0.30 0.34
C 0.766638 3.720245 1.626221 -0.25 -0.54 -0.77 -0.82
C 1.852278 2.646975 1.889761 -0.58 1.15 -0.62 0.77
O 1.714548 2.109035 3.173641 -0.07 0.14 1.45 -0.54
H 0.762908 4.128675 0.615641 0.69 -0.02 -0.21 0.25
H 0.795318 4.584395 2.289951 0.18 -0.21 0.29 0.37
H -0.227992 3.274415 1.632901 -0.05 -0.18 0.61 -0.09
H 2.842868 3.097895 1.830531 0.13 -0.13 -0.49 0.40
H 1.755598 1.774475 1.243621 0.08 0.36 -0.40 -0.67
H 2.137948 2.701815 3.798891 -0.06 -0.06 0.21 0.27
C 1.752958 -1.152945 -5.057859 -0.21 -0.55 -0.33 -0.81
C 1.830368 -2.537945 -4.434159 0.42 0.50 1.04 0.13
O 1.422338 -3.534035 -5.325869 -0.50 -0.38 -0.84 -0.58
H 0.735828 -1.048635 -5.435579 -0.03 0.20 -0.10 0.27
H 2.445168 -1.071565 -5.895909 0.01 0.09 -0.02 0.38
H 1.931918 -0.350315 -4.342419 0.11 -0.16 0.11 0.07
H 1.214388 -2.539725 -3.534899 -0.20 -0.04 0.12 -0.03
H 2.836438 -2.797835 -4.104929 0.35 0.32 0.11 0.25
H 1.001408 -4.243265 -4.834529 0.02 0.03 0.00 0.32
C -4.444162 1.002435 0.595511 -0.08 -1.16 -0.06 -0.36
C -4.745652 0.407525 1.979861 0.86 1.11 -1.56 -0.18
O -4.897512 1.469745 2.859881 -1.15 0.07 1.72 -0.58
H -4.341012 0.154245 -0.081259 -0.08 0.06 -0.42 -0.03
H -3.485992 1.521435 0.569851 -0.14 0.21 0.19 -0.02
H -5.260482 1.642805 0.261381 0.12 0.03 0.02 0.38
H -3.889032 -0.205505 2.260021 -0.04 -0.57 0.12 0.12
H -5.666952 -0.172765 1.929141 0.10 -0.02 0.33 0.38
H -4.118992 2.028835 2.913851 0.37 0.26 -0.43 0.37
C -0.788142 0.699015 -0.048859 0.39 0.39 0.23 0.54
C 0.384438 0.535235 -1.019719 -0.13 -0.78 0.11 0.06
O 0.056358 0.814505 -2.374029 -0.44 0.11 -0.26 -0.03
H -1.621202 0.081335 -0.384379 -0.01 0.20 -0.05 -0.36
H -1.106092 1.726795 0.126291 -0.16 0.17 -0.51 0.40
H -0.537252 0.361675 0.956801 0.36 -0.36 0.01 -0.57
H 0.638028 -0.524285 -0.984939 0.25 -0.01 -0.05 -0.61
H 1.299648 1.095895 -0.829599 -0.09 0.09 0.68 0.48
H 0.265248 1.740655 -2.516169 0.01 0.20 -0.19 -0.16
C 3.782188 -2.294165 -0.916889 0.46 0.58 -0.44 -1.63
C 3.470008 -2.102205 0.533291 0.78 0.97 1.87 0.95
C 4.136318 -0.883745 1.205301 1.12 0.17 -1.06 -1.24
O 2.098268 -1.948475 0.713921 -1.19 -0.56 -1.11 1.34
H 4.844748 -2.415675 -1.127389 0.18 -0.19 0.45 0.49
H 3.543478 -1.365535 -1.435309 -0.57 -0.20 -0.41 0.28
H 3.294158 -3.189065 -1.303009 -0.31 0.30 -0.17 0.35
H 3.841148 -2.978845 1.064201 -0.09 -0.37 0.26 0.21
H 4.052088 -0.731725 2.281361 -0.12 -0.83 0.06 0.13
H 3.808148 0.080555 0.817311 -0.36 -0.09 -0.53 0.19
H 5.184018 -0.961455 0.914791 0.34 0.21 0.41 0.45
H 1.883818 -1.524275 1.547981 0.03 0.45 0.43 -0.73
C -1.078202 -2.997235 0.358361 -0.20 -0.64 0.08 -0.52
C -0.283902 -4.274785 0.560961 0.27 -0.55 -0.61 0.95
C -1.028392 -5.539395 0.092971 -0.27 -0.05 0.21 -1.86
O 0.923018 -4.182055 -0.185019 -0.13 -1.19 -0.63 -0.65
H -0.860032 -2.628625 -0.643949 0.01 0.19 0.02 0.07
H -0.783932 -2.281045 1.125541 -0.34 0.29 -0.18 -0.17
H -2.133152 -3.270375 0.382441 -0.19 0.52 0.33 0.49
H 0.019208 -4.400465 1.600391 -0.37 -0.05 0.34 -0.03
H -1.993882 -5.738765 0.557931 -0.08 0.61 0.61 0.43
H -0.478602 -6.450475 0.329081 0.40 0.12 -0.44 0.41
H -1.319662 -5.488335 -0.956149 0.61 0.02 -0.25 0.39
H 1.328938 -3.328655 -0.016119 0.05 0.47 0.42 0.13
C 1.444868 -2.675675 3.758591 -0.76 -0.07 0.10 -1.59
C 1.314858 -1.199755 4.114721 0.87 -0.42 0.32 1.08
C 2.369898 -0.793595 5.179661 -0.68 0.66 -0.16 -1.46
O 1.401298 -0.441075 2.890821 0.18 -1.22 0.66 -0.31
H 0.648328 -2.920375 3.055931 0.16 -0.11 -0.23 0.20
H 1.277698 -3.332435 4.612291 0.01 0.22 0.24 0.52
H 2.410008 -2.961565 3.340401 0.05 0.31 -0.13 0.25
H 0.330278 -0.971885 4.523091 -0.15 -0.35 0.25 0.11
H 2.194468 0.242175 5.470391 0.12 0.32 -0.18 0.35
H 3.412968 -0.879595 4.875191 -0.10 -0.21 -0.23 0.30
H 2.222658 -1.311435 6.127431 -0.04 -0.47 -0.21 0.44
H 1.561548 0.463065 3.170911 0.10 0.72 -0.22 -0.14
C 0.751988 5.622375 -4.096549 0.08 -0.57 -0.14 -1.46
C 0.762688 4.063785 -3.945139 1.20 1.44 -1.72 0.33
C 1.695208 3.309985 -4.942569 -1.52 0.52 -1.40 -0.89
O 1.397328 3.764315 -2.761649 -0.21 -0.43 2.97 -0.45
H 1.797778 5.926695 -4.139199 0.11 0.22 -0.44 0.34
H 0.352518 6.172915 -3.244819 -0.23 -0.55 0.35 0.38
H 0.184328 5.999365 -4.947279 0.30 -0.22 -0.29 0.36
H -0.268352 3.710725 -3.924959 0.15 -0.38 -0.02 0.37
H 1.455798 2.249155 -4.868849 0.32 -0.03 0.01 0.11
H 2.762438 3.486855 -4.809059 -0.08 0.07 0.70 0.31
H 1.552748 3.612405 -5.980039 -0.40 -0.09 -0.21 0.39
H 2.235878 4.231255 -2.781809 0.16 -0.11 0.20 0.31
```
Forces are in eV/Å.

The calculation puts the calculated total energy at -50557.768 eV. Its net charge is 0. The LUMO energy comes out at 0.0021 Ha. The HOMO-LUMO gap comes out at 9.351 eV. The calculation puts the HOMO energy at -9.29 eV. The structure (SMILES) is CC(C)O.CC(C)O.CC(C)O.CC(C)O.OCCO.OCCO.CCO.CCO.CCO.CCO.

***

Among the records above, which one has the highest net charge? C24H68O12

***

Which value of net charge does entry 1 give? -1

***

Which value of calculated total energy does entry 1 give? -47175.082 eV